122
Properties=species:S:1:pos:R:3:mulliken_charge:R:1 method="wB97M-V/def2-TZVPD" e_lumo_ev=1.16 homo_ev=-4.15 e_tot_ev=-260211.9509 orbital_gap_ev=5.31 total_charge=-1
C -5.27180 1.11064 3.13105 -0.70
C -6.38133 1.79711 2.33872 0.28
Cl -7.21739 0.63932 1.26596 -0.20
C -5.84391 3.08780 1.63254 -0.68
Cl -6.76014 3.37591 0.07547 -0.23
In -3.70466 2.98985 0.95524 0.57
Cl -2.07944 2.53182 2.75115 -0.59
P -3.52483 1.06450 -0.70854 0.45
O -2.79499 1.42666 -1.98199 -0.67
P -3.16595 5.27022 0.01522 0.15
C -1.37494 5.26129 -0.42041 -0.78
O -4.02340 5.46368 -1.42951 -0.53
H -5.70836 0.47588 3.90736 0.04
H -4.60047 0.56342 2.46150 0.13
H -4.69646 1.89609 3.63488 0.17
H -7.11203 2.13190 3.08561 0.30
H -6.02523 3.97688 2.23760 0.42
H -2.86987 -0.00481 -0.03163 -0.13
H -4.82540 0.55574 -0.97794 -0.01
H -1.23791 4.81018 -1.40841 0.02
H -0.97179 6.27912 -0.42968 0.41
H -0.85871 4.69803 0.36291 0.26
H -4.94846 5.50653 -1.15499 0.31
C -2.98251 -5.14389 0.51147 -0.21
C -1.75745 -4.30346 0.22356 -0.22
O -2.24351 -2.95321 0.21678 -0.28
S -3.44721 -2.80807 1.25734 1.16
O -2.93533 -2.28598 2.47424 -0.60
O -4.55207 -2.22982 0.58570 -0.50
O -3.73132 -4.37713 1.46807 -0.36
H -3.59651 -5.27027 -0.38294 0.27
H -2.73207 -6.11771 0.91891 0.31
H -1.30016 -4.54138 -0.72743 0.21
H -1.01623 -4.39333 1.01963 0.25
C -7.00901 -3.36817 5.84157 -0.25
C -6.16236 -2.75948 6.93922 -0.34
O -6.30470 -1.34776 6.75637 -0.30
S -7.77032 -1.02212 6.19178 1.01
O -8.60727 -0.64442 7.27425 -0.58
O -7.62626 -0.22362 5.03230 -0.39
O -8.15773 -2.51555 5.75440 -0.32
H -6.49191 -3.34637 4.88007 0.23
H -7.31252 -4.38745 6.06652 0.30
H -5.11684 -3.04745 6.87074 0.32
H -6.54699 -3.01643 7.92932 0.28
C 1.96383 3.44214 -3.89696 -0.31
C 1.01670 4.18648 -2.98375 -0.35
O 1.79220 4.44169 -1.79972 -0.19
S 3.32012 4.65174 -2.19638 1.02
O 3.59064 6.04562 -2.29388 -0.56
O 4.11898 3.79420 -1.39863 -0.57
O 3.23839 4.06773 -3.68516 -0.29
H 2.04751 2.39107 -3.61408 0.25
H 1.67743 3.51408 -4.94276 0.35
H 0.12683 3.61049 -2.74320 0.42
H 0.72195 5.14733 -3.41068 0.24
C -1.29907 2.97851 6.25781 0.20
C -2.31143 3.66235 7.14632 -0.34
O -1.59815 3.92554 8.36717 -0.33
S -0.05919 4.21265 8.03134 1.10
O 0.14892 5.61690 7.98890 -0.54
O 0.73832 3.36816 8.84916 -0.56
O -0.05976 3.65709 6.53657 -0.28
H -1.17989 1.92660 6.52470 0.29
H -1.55385 3.05614 5.20429 -0.15
H -3.18246 3.04342 7.34243 0.30
H -2.63119 4.61746 6.72491 0.33
C 2.49673 -7.07003 -0.49150 -0.27
C 1.90517 -8.36957 -0.98833 -0.52
O 0.62295 -8.45628 -0.34150 -0.13
S 0.03728 -6.98646 -0.15163 1.08
O -0.86477 -6.71045 -1.21504 -0.58
O -0.32436 -6.81697 1.21009 -0.61
O 1.38667 -6.16798 -0.42776 -0.19
H 2.90919 -7.17986 0.51366 0.28
H 3.26198 -6.67796 -1.15624 0.22
H 2.51657 -9.23190 -0.73716 0.35
H 1.73898 -8.34391 -2.06774 0.33
C 4.46808 7.84113 -4.80683 0.12
C 5.94864 7.55536 -4.86074 -0.23
O 6.09556 6.65308 -5.97478 -0.31
S 5.00215 7.00145 -7.08900 1.10
O 5.60238 7.81744 -8.08584 -0.57
O 4.30922 5.80847 -7.42396 -0.54
O 4.05963 7.92337 -6.18683 -0.35
H 3.92420 7.02424 -4.33666 0.03
H 4.24357 8.76971 -4.28925 0.29
H 6.31783 7.10109 -3.94883 0.24
H 6.52282 8.45580 -5.07503 0.25
C 10.88768 8.20523 -2.39359 -0.34
C 10.13131 6.96235 -2.81283 -0.28
O 8.89991 7.03358 -2.08465 -0.30
S 8.47373 8.56607 -1.89604 1.09
O 7.53466 8.90457 -2.90687 -0.49
O 8.21599 8.79656 -0.52402 -0.54
O 9.88368 9.22178 -2.28824 -0.31
H 11.35214 8.07921 -1.41346 0.30
H 11.64418 8.49607 -3.11779 0.30
H 10.66204 6.04559 -2.57172 0.32
H 9.89875 6.97746 -3.88012 0.26
C -2.58549 -12.34380 -2.04068 -0.32
C -3.61917 -11.67099 -1.16307 -0.34
O -2.92433 -11.39374 0.05814 -0.34
S -1.38200 -11.08002 -0.26048 1.00
O -1.18603 -9.67924 -0.32260 -0.28
O -0.57869 -11.91072 0.56142 -0.59
O -1.36444 -11.65023 -1.76055 -0.32
H -2.45372 -13.39316 -1.76849 0.29
H -2.82542 -12.27177 -3.09830 0.32
H -4.48275 -12.30258 -0.97355 0.32
H -3.94973 -10.72194 -1.59100 0.26
C 3.15706 -3.20084 -2.33268 -0.23
C 2.97454 -2.78980 -3.77678 -0.32
O 4.19373 -3.19429 -4.42012 -0.30
S 4.75584 -4.51822 -3.72355 1.11
O 4.34894 -5.64884 -4.48072 -0.55
O 6.11143 -4.30070 -3.37160 -0.54
O 3.85155 -4.45814 -2.40103 -0.25
H 3.78553 -2.49273 -1.79009 0.27
H 2.21135 -3.31875 -1.81001 0.25
H 2.81987 -1.72097 -3.89180 0.28
H 2.14833 -3.32889 -4.24458 0.29